1.
The following is a DFT calculation (wB97M-V/def2-TZVPD) of a molecular structure, C19H18Co2NO8.

Geometry as XYZ:
```
48
Properties=species:S:1:pos:R:3:forces:R:3
Co -2.180951 0.453954 0.667480 -5.19 0.78 0.05
Co -1.981247 -1.880686 -0.309703 -0.75 -0.71 -0.47
O 1.335053 3.939521 -2.106264 -0.95 0.47 -0.49
O -4.466087 -0.064252 2.581382 0.89 0.42 -1.11
O -3.580309 0.595592 -1.929787 0.37 -0.71 0.95
O -2.008903 3.294795 1.141802 -0.69 -1.11 -0.09
O -0.574840 -4.429871 -0.053933 -0.78 0.56 -0.16
O -4.407724 -2.840182 0.939378 1.00 0.48 -0.43
O -3.004356 -2.351239 -3.004864 -0.08 -0.24 0.37
O 3.960253 1.775695 -1.446956 0.42 -0.99 0.05
N 1.331912 1.372777 -1.805634 1.48 0.49 -3.09
C -1.042838 -2.305072 2.915929 0.17 0.06 0.20
C -3.050006 0.228222 -0.956692 0.21 1.25 -0.87
C 0.090103 3.318839 -2.544731 -0.23 0.57 0.39
C -3.617018 0.112083 1.820961 -0.01 -0.68 1.21
C 2.284473 0.368562 -2.424948 -0.98 0.82 0.06
C 1.084587 -1.245465 2.484875 -0.20 -0.30 0.15
C 0.770817 1.275823 -0.054033 -2.92 -1.27 4.96
C -3.421561 -2.390770 0.515759 -1.92 -1.02 1.10
C -2.572093 -2.141124 -1.955109 0.70 0.61 -0.90
C -0.523840 -2.862524 4.086082 -0.01 0.19 -0.35
C -0.396179 0.532414 0.391877 5.44 0.66 -1.27
C -1.105933 -3.405579 -0.162216 1.53 0.47 0.28
C 3.573021 0.390542 -1.657713 0.37 0.12 0.38
C -2.254225 2.170467 0.974999 1.42 1.34 -0.21
C -0.250370 -1.429916 2.124343 -0.43 0.12 -0.01
C -0.769096 -0.671924 0.952377 0.52 -1.44 0.09
C 0.349801 1.862256 -2.836149 0.82 -0.60 0.30
C 0.793869 -2.605632 4.464081 0.28 -0.01 0.04
C 1.597435 -1.827442 3.639063 0.03 0.13 -0.07
H -2.071303 -2.578496 2.637216 0.59 0.46 0.01
H -0.578037 1.277289 -2.820873 0.15 0.08 0.26
H 1.164358 4.896020 -2.067767 0.18 -0.56 0.09
H 2.447980 0.694397 -3.464786 0.13 -0.20 0.18
H -0.673399 3.374405 -1.749386 0.33 0.21 -0.19
H 1.945519 2.203044 -1.679658 -0.42 -0.70 0.11
H 3.426733 -0.132630 -0.699100 0.18 0.26 -0.16
H 4.356032 -0.125224 -2.230779 -0.16 0.00 0.11
H -1.143790 -3.504248 4.712371 0.06 0.14 -0.19
H 2.635980 -1.630511 3.877337 0.03 -0.14 0.19
H 1.715257 -0.659520 1.824020 -0.06 0.06 0.22
H 4.837703 1.740347 -1.034862 -0.43 0.21 -0.12
H 1.730763 0.928863 0.438842 -0.90 0.25 -1.18
H 1.204608 -3.026838 5.383255 -0.13 0.07 -0.23
H 0.809332 1.727370 -3.831032 -0.18 0.15 0.23
H 0.651019 2.367317 0.142181 0.20 -0.63 -0.80
H 1.851738 -0.636743 -2.448984 -0.06 0.16 0.18
H -0.274242 3.845294 -3.439649 -0.02 -0.24 0.21
```
Positions in Å, forces in eV/Å.

Results
- HOMO: -2.1 eV
- LUMO level: 2.3 eV
- Total charge: -1
- 2S+1: 1
- HOMO-LUMO gap: 0.16170 Eh

***

2.
The following is a DFT calculation (wB97M-V/def2-TZVPD) of a molecular structure, C12H27AlNO2.

Geometry as XYZ:
```
43
Properties=species:S:1:pos:R:3:forces:R:3
Al -1.439879 0.573714 4.106186 0.68 0.09 -0.04
O 0.963994 0.853302 -3.715753 0.06 0.21 -0.11
O 1.591432 -0.472547 0.244720 0.22 -0.07 -0.31
N -3.123675 0.581544 3.164712 0.95 -0.52 0.89
C -4.619315 -1.466219 2.967515 0.46 -0.05 1.24
C -4.054997 -0.321371 3.857303 -0.73 0.21 -1.04
C 3.287326 -1.604660 -0.958688 0.16 -0.21 0.12
C 0.279945 1.816772 -2.901127 -0.21 -0.14 0.07
C -0.373244 -0.934146 3.164955 1.70 -0.75 1.86
C 0.901148 3.166294 -3.215565 0.17 0.08 0.16
C 1.750261 1.536272 -4.696400 0.10 -0.16 0.14
C 1.950084 -1.876969 -1.625574 -0.06 0.12 -0.35
C -0.546771 -2.226635 3.712056 -0.16 1.82 -1.55
C 1.311310 2.990948 -4.668928 -0.13 0.09 -0.20
C 0.969984 -1.508794 -0.524714 -0.08 -0.13 0.27
C 2.970152 -0.377842 -0.119713 -0.15 0.22 0.04
H 0.377234 1.540449 -1.850192 0.03 -0.09 -0.04
H -5.455558 -1.936451 3.515952 0.03 0.17 -0.43
H 3.558379 -2.443285 -0.310841 0.02 0.05 0.01
H 1.833065 -2.904032 -1.972998 -0.01 0.00 0.05
H 3.105724 0.544331 -0.698063 0.11 -0.01 -0.02
H 2.805455 1.434473 -4.417936 0.03 0.05 -0.08
H 0.779051 -2.357051 0.141328 -0.07 0.00 -0.02
H 0.250613 -0.715715 2.272996 -2.28 -0.39 -1.05
H 1.602413 1.068270 -5.671515 -0.02 -0.06 0.05
H 2.095286 3.676446 -4.991144 0.00 -0.03 0.01
H 0.444465 3.133499 -5.320423 0.04 0.00 0.00
H -3.001047 0.309159 2.196754 -0.16 -0.08 -0.04
H -4.926578 0.287239 4.180261 0.25 -0.31 0.21
H 1.818852 -1.208580 -2.480762 -0.03 -0.02 0.03
H 0.036027 -2.475096 4.603606 -1.72 0.27 0.97
H -1.668620 0.161512 5.651323 -0.17 -0.03 0.10
H 3.580472 -0.314345 0.782787 -0.09 0.04 0.04
H -0.695614 1.992341 4.008977 0.04 0.34 -0.15
H -1.295885 -2.906067 3.276566 1.47 -0.98 -0.53
H 4.105686 -1.438779 -1.660614 -0.02 0.02 0.01
H -3.586937 -0.767727 4.749530 -0.27 0.09 -0.12
H 0.014884 -1.151377 -0.911783 0.01 0.06 0.07
H -3.849104 -2.249926 2.898074 -0.16 0.27 -0.47
H -4.939228 -1.098536 1.986486 0.05 -0.16 0.16
H 0.216092 3.996599 -3.048281 0.00 -0.03 0.00
H 1.787294 3.324697 -2.595069 -0.05 0.00 0.01
H -0.781703 1.795955 -3.169686 -0.01 0.05 0.05
```
Positions in Å, forces in eV/Å.

Results
- HOMO: -2.3 eV
- LUMO level: 2.5 eV
- Total charge: -1
- 2S+1: 1
- HOMO-LUMO gap: 0.17839 Eh

***

3.
The following is a DFT calculation (wB97M-V/def2-TZVPD) of C4H6N2 in the gas phase.

Geometry as XYZ:
```
12
Properties=species:S:1:pos:R:3:forces:R:3
N -1.994840 0.042713 0.024402 3.48 1.29 -0.15
N -3.108989 -0.220464 0.105170 -4.43 -1.51 0.26
C -0.176566 -2.134340 -0.038231 -0.71 -2.83 1.20
C -0.697783 0.252642 -0.034088 0.90 0.12 0.27
C -0.246284 1.683474 -0.035187 -1.60 0.90 4.49
C 0.234833 -0.861947 -0.046864 -1.88 0.50 -0.36
H -1.129797 2.418071 -0.053715 1.61 -1.10 -1.02
H 1.285426 -0.724278 -0.129917 0.71 0.57 0.02
H 0.215544 2.009027 1.019769 -0.92 -1.07 -1.62
H -1.238279 -2.630662 0.132472 2.20 1.75 -0.62
H 0.662728 -2.865428 0.037559 -0.93 0.35 -0.34
H 0.611537 1.728657 -0.597970 1.57 1.03 -2.16
```
Positions in Å, forces in eV/Å.

Results
- HOMO (alpha / beta): -5.7 / -10.9 eV
- LUMO level (alpha / beta): 0.9 / -1.2 eV
- 2S+1: 3
- HOMO-LUMO gap (alpha / beta): 0.24617 / 0.35676 Eh
- Expectation value of S²: 2.036

***

4.
The following is a DFT calculation (wB97M-V/def2-TZVPD) of C3H5NO2 in the gas phase.

Geometry as XYZ:
```
11
Properties=species:S:1:pos:R:3:forces:R:3
O 0.879931 1.277982 -0.990623 0.19 0.20 -0.66
O -1.482955 -0.909510 0.661541 0.41 1.60 0.04
N 2.103113 0.094946 1.778589 1.84 -0.57 1.64
C 1.322196 0.406893 1.026482 -1.82 0.12 -0.95
C 0.232084 0.682989 0.094552 -0.14 -0.55 0.24
C -0.528063 -0.647665 -0.310666 1.98 0.52 -1.75
H -1.607840 -1.805025 0.844557 -0.09 -2.23 0.31
H -0.454215 1.395651 0.604657 0.03 -0.60 -0.38
H 0.305114 1.302932 -1.758154 -0.25 0.04 -0.08
H -1.047693 -0.326973 -1.222173 -0.09 -0.19 -0.17
H 0.278328 -1.472221 -0.728763 -2.07 1.66 1.76
```
Positions in Å, forces in eV/Å.

Results
- HOMO: -10.9 eV
- LUMO level: 0.6 eV
- 2S+1: 1
- SMILES string: N#C[C@@H](O)CO
- HOMO-LUMO gap: 0.42095 Eh

***

5.
The following is a DFT calculation (wB97M-V/def2-TZVPD) of 2 unconnected molecules or ions with the total composition C6H16O2.

Geometry as XYZ:
```
24
Properties=species:S:1:pos:R:3:forces:R:3
O 0.839332 1.713037 -2.459037 0.45 0.65 0.09
O -2.228063 1.543951 -1.335022 -0.39 -0.48 0.03
C 0.102868 -1.107157 1.243324 0.99 -0.10 0.74
C -1.471575 0.590852 -0.579146 0.51 1.20 0.01
C -1.118757 1.146092 0.795519 -1.54 -0.93 0.69
C 1.340690 -0.763348 0.395801 -0.75 -0.02 -0.34
C 1.700919 -1.861240 -0.636160 -0.59 1.03 0.33
C -0.639085 0.074632 1.823923 0.54 1.49 -0.06
H -2.209484 2.383669 -0.871418 0.04 0.05 0.01
H -2.062934 1.534270 1.204185 -0.02 -0.03 -0.05
H 0.908182 -2.596746 -0.771166 -0.12 0.14 0.00
H 1.866362 -1.344376 -1.581955 0.35 -0.52 -0.16
H 1.163658 0.183731 -0.117102 0.01 -0.02 -0.01
H 2.563114 -2.383854 -0.285039 0.74 -0.41 -0.20
H -0.566491 -1.795250 0.764655 -0.37 -0.21 -0.69
H 0.234239 1.179201 -2.975030 0.00 -0.31 0.11
H -0.497604 2.028571 0.780597 0.68 0.03 -0.45
H 0.033968 0.643762 2.467960 0.26 -0.22 0.21
H -0.557855 0.469370 -1.149251 0.02 -0.62 0.05
H 2.179895 -0.566577 1.059492 0.09 -0.04 0.07
H -1.449558 -0.191496 2.500000 -0.17 -0.42 -0.29
H 0.535968 -1.685753 2.055718 -0.32 -0.23 0.43
H 1.335994 1.161597 -1.843474 -0.24 -0.16 -0.38
H -2.003780 -0.356939 -0.487375 -0.19 0.14 -0.13
```
Positions in Å, forces in eV/Å.

Results
- HOMO: -10.1 eV
- LUMO level: 0.9 eV
- 2S+1: 1
- SMILES string: CCCCCCO.O
- HOMO-LUMO gap: 0.40658 Eh

***

6.
The following is a DFT calculation (wB97M-V/def2-TZVPD) of C7H8 in the gas phase.

Geometry as XYZ:
```
15
Properties=species:S:1:pos:R:3:forces:R:3
C 0.727743 0.823621 -0.558637 -1.94 -3.49 -2.13
C 1.367265 -0.506475 -0.090943 -0.55 1.27 2.32
C 0.541011 -1.718438 0.025519 -1.96 -0.64 -0.96
C -1.580973 0.706909 0.149748 -1.13 -1.10 0.43
C -0.244349 1.191587 0.516864 -2.11 0.21 -0.30
C -3.641808 -0.831565 -0.144933 0.24 0.31 0.13
C -2.640301 0.010006 0.057373 1.02 0.98 -0.16
H 0.225907 -2.194431 -0.929413 0.52 0.15 0.67
H -0.263695 -1.894528 0.800664 1.42 0.51 -0.58
H 0.293298 0.695560 -1.679200 0.72 0.58 2.79
H -0.176385 2.266497 0.628120 -0.62 0.31 0.42
H 1.729207 -0.202891 0.918534 -0.05 -0.47 -0.31
H -0.063286 0.694085 1.491869 0.35 0.45 -0.42
H 2.242403 -0.541611 -0.636654 1.85 -1.16 -1.51
H 1.483959 1.501674 -0.548916 2.25 2.08 -0.40
```
Positions in Å, forces in eV/Å.

Results
- HOMO (alpha / beta): -8.7 / -7.9 eV
- LUMO level (alpha / beta): -0.9 / -1.4 eV
- 2S+1: 1
- HOMO-LUMO gap (alpha / beta): 0.28391 / 0.23728 Eh

***

7.
The following is a DFT calculation (wB97M-V/def2-TZVPD) of 4 unconnected molecules or ions with the total composition C26H64BrN2O2P.

Geometry as XYZ:
```
96
Properties=species:S:1:pos:R:3:forces:R:3
Br 0.544385 -1.990277 -0.689556 0.23 0.24 0.25
P -1.773261 1.903067 -0.677801 0.34 0.06 0.45
O 1.004095 -1.314481 6.169295 0.11 0.03 -0.32
O 3.655324 0.550006 -4.162374 0.16 -0.41 0.12
N 5.049653 -1.622929 -2.304336 -0.02 0.14 0.02
N -0.171876 -2.485748 3.581197 -0.54 -0.20 -0.42
C 0.183997 -2.461570 6.116144 -0.06 0.09 0.37
C -3.959041 4.610493 1.682542 0.19 -0.01 0.23
C 4.691043 -2.846643 -3.064253 -0.05 -0.28 -0.28
C -2.588318 3.409198 -0.065997 0.11 0.10 -0.49
C -4.239905 -1.368493 -0.046629 -0.34 -0.15 1.03
C -0.000445 2.073960 -0.378957 -0.16 0.04 -0.35
C -3.832032 0.057359 -0.389967 -0.35 0.23 -0.58
C -3.427215 3.257219 1.200200 0.29 -0.03 0.43
C -1.945473 1.700186 -2.451644 -0.41 0.73 -0.18
C 5.561895 -2.047111 -0.978521 0.22 -0.39 0.19
C -0.791999 -2.487340 4.950688 0.37 0.31 0.46
C 1.970971 2.440547 1.160095 -0.29 0.78 0.06
C -1.529449 0.140468 -4.437159 0.65 -0.46 -0.10
C -5.218192 5.054063 0.966631 -0.18 0.08 -0.22
C 2.591270 1.072373 1.222519 0.24 -0.63 0.03
C -2.437238 0.449118 0.142336 -0.76 -0.62 -0.32
C 0.442437 2.414275 1.040450 0.06 -0.23 -0.16
C 0.342665 -1.123734 3.181179 0.26 -0.87 0.34
C 3.838490 -0.754105 -2.072045 -0.26 0.09 0.01
C -1.231602 -2.879762 2.599984 -0.43 0.12 -0.33
C 0.922445 -3.477785 3.464652 0.45 -0.01 0.05
C 6.133664 -0.893986 -3.035427 -0.53 -0.05 -0.34
C -1.302584 0.426647 -2.957707 -0.40 -1.17 0.19
C -3.333041 -2.513088 -0.471602 0.16 -0.12 0.07
C 3.028184 -0.390053 -3.295473 -0.20 0.51 -0.17
C -0.784709 1.082394 -5.365018 -0.06 0.73 -0.38
H -1.708755 -0.427422 -2.396496 -0.17 0.16 -0.06
H -1.308126 2.032688 -5.520297 -0.02 -0.08 0.12
H -0.410541 -2.554907 7.032521 -0.06 -0.03 -0.11
H 0.210818 1.346354 -4.994064 -0.02 -0.19 0.11
H -1.781469 4.129737 0.099314 -0.01 -0.02 0.06
H -1.763118 -3.770429 2.925532 0.21 -0.08 0.17
H -5.430895 6.108606 1.136505 -0.03 -0.03 0.07
H 0.452753 1.157381 -0.772098 0.04 -0.05 0.21
H 0.035004 3.389267 1.310847 -0.02 -0.01 0.12
H 1.738079 -3.193364 4.124549 -0.02 -0.03 0.03
H 0.543886 -4.462721 3.725379 0.00 -0.03 0.00
H -2.410546 -2.522497 0.111421 0.07 0.05 -0.16
H 3.855310 1.345603 -3.657512 -0.08 0.10 -0.10
H 5.720069 -0.561014 -3.983214 0.04 0.09 0.01
H -3.823657 -3.468007 -0.278259 -0.07 0.04 -0.03
H 0.277290 2.888037 -1.062170 0.13 -0.04 0.06
H 3.190608 -1.294831 -1.380166 -0.10 -0.06 0.00
H 2.252568 0.432083 0.400881 0.05 0.04 -0.01
H -5.153748 4.917282 -0.116101 0.07 0.02 0.01
H -1.401845 -3.382211 5.054996 -0.08 -0.01 -0.18
H 2.760080 -1.262396 -3.884013 0.04 0.00 -0.12
H 6.421887 -0.036667 -2.436831 0.26 -0.03 0.01
H -1.956659 -2.071212 2.508380 0.06 0.04 0.09
H 0.470840 -0.531964 6.346246 0.00 -0.03 0.18
H -0.643256 0.667941 -6.363252 -0.08 -0.13 0.06
H -1.798689 -0.412540 -0.083952 0.47 0.29 0.21
H 0.852984 -3.319341 6.109028 0.01 -0.02 -0.06
H -0.243172 0.314599 -2.711276 0.07 0.53 -0.15
H 0.737249 -1.231551 2.171885 -0.24 0.19 -0.18
H -3.164216 3.831145 -0.896169 -0.15 -0.11 0.09
H 2.213037 3.047259 2.036412 0.16 -0.22 0.07
H -6.074572 4.473672 1.311270 -0.03 0.02 -0.01
H 4.347722 -2.586699 -4.059422 -0.01 0.10 -0.01
H 2.386731 3.003515 0.317285 -0.08 -0.04 -0.04
H -4.227615 2.534578 1.035637 -0.17 0.16 0.01
H -0.496219 -0.439442 3.252291 0.10 0.20 -0.10
H 1.142162 -0.892608 3.877868 -0.08 0.30 0.03
H 3.682298 1.117032 1.203421 -0.02 0.06 -0.06
H -5.275519 -1.536280 -0.349693 0.12 0.07 -0.42
H 4.793289 -2.622256 -0.467578 -0.08 0.13 0.03
H 1.276668 -3.461272 2.435821 -0.07 -0.07 -0.04
H -3.023536 1.736079 -2.653885 0.06 -0.28 -0.06
H 0.047141 1.672756 1.743858 -0.05 0.07 0.03
H 6.420899 -2.697504 -1.137473 0.06 0.13 0.03
H -2.590268 0.074126 -4.682502 -0.06 0.19 0.06
H 2.329247 0.537482 2.138480 -0.05 0.14 0.05
H 4.170379 0.164034 -1.580784 0.21 -0.12 0.07
H -3.866079 0.200114 -1.475857 0.07 -0.22 0.04
H -1.132615 -0.866805 -4.605145 -0.10 0.02 0.04
H 3.912055 -3.389613 -2.534000 -0.01 0.02 0.03
H 2.077401 0.021764 -2.942682 0.02 -0.15 0.23
H -4.617853 0.715286 -0.010414 0.16 0.10 0.09
H -4.141249 4.565466 2.758474 -0.14 -0.13 -0.04
H -2.514675 0.607579 1.218735 0.33 0.04 0.04
H -2.811444 2.833069 2.003245 0.09 0.01 -0.15
H -3.158883 5.352668 1.593523 -0.04 0.00 -0.20
H 5.851499 -1.178156 -0.395714 -0.04 0.06 0.00
H 6.936118 -1.598548 -3.227137 0.23 0.13 0.21
H -3.035873 -2.513853 -1.521466 -0.12 0.18 -0.04
H -1.584479 2.605770 -2.954721 0.28 -0.06 0.18
H -0.780780 -3.056271 1.625456 0.15 0.14 -0.03
H -4.334354 -1.411912 1.053310 0.14 -0.02 -0.11
H 5.586737 -3.454798 -3.167833 -0.03 -0.06 0.11
H -1.422237 -1.598151 5.006164 -0.18 -0.13 -0.12
```
Positions in Å, forces in eV/Å.

Results
- HOMO: -12.8 eV
- LUMO level: -4.1 eV
- Total charge: +2
- 2S+1: 1
- HOMO-LUMO gap: 0.32248 Eh

***

8.
The following is a DFT calculation (wB97M-V/def2-TZVPD) of 2 unconnected molecules or ions with the total composition CH2NO2.

Geometry as XYZ:
```
6
Properties=species:S:1:pos:R:3:forces:R:3
O -0.317130 0.922865 -1.915148 -0.41 0.13 -0.44
O 1.066706 -0.807628 1.961918 -0.73 0.30 -0.92
N -0.588826 -0.178260 0.181303 -0.88 0.42 -1.15
C -0.489752 0.366582 -0.873848 0.75 -0.17 0.67
H 0.414926 -1.375875 2.393048 0.20 0.07 0.01
H 0.285043 -0.418853 0.962338 1.07 -0.76 1.84
```
Positions in Å, forces in eV/Å.

Results
- HOMO: -4.3 eV
- LUMO level: 4.3 eV
- Total charge: -1
- 2S+1: 1
- HOMO-LUMO gap: 0.31366 Eh

***

Relative energy (zero: lowest compared OMol25 entry of this formula, charge and spin): 2.4247, 5.5546, 0.8205, 2.2063, 0.8522, 9.0787, 0.0585, 0.8000 (eV)
Maximum force: 0.1146, 0.0512, 0.0943, 0.0619, 0.0375, 0.0879, 0.0243, 0.0439 (hartree/bohr)